1.
{
  "formula": "C4H8O3",
  "method": "ωB97M-V/def2-TZVPD",
  "species": ["O", "C", "C", "C", "O", "C", "O", "H", "H", "H", "H", "H", "H", "H", "H"],
  "positions_angstrom": [[-2.429, 1.184, -0.492], [-1.067, 0.844, -0.621], [-0.798, -0.385, 0.217], [0.688, -0.729, 0.130], [0.946, -1.979, -0.396], [1.654, -0.120, 1.042], [1.690, 0.154, -0.372], [-2.576, 1.986, -1.006], [-0.405, 1.654, -0.275], [-0.791, 0.607, -1.660], [-1.406, -1.228, -0.133], [-1.111, -0.199, 1.256], [1.371, 0.782, 1.580], [2.410, -0.753, 1.510], [1.823, -1.818, -0.782]],
  "e_homo_ev": -10.10,
  "gap_ha": 0.40196,
  "de_lowest_kcal_mol": 58.1,
  "fmax_ev_per_a": 0.640,
  "total_energy_ev": -10418.4825,
  "multiplicity": 1,
  "smiles": "OCC[C@]1(O)CO1"
}

=====

2.
{
  "formula": "C43H86O17S4",
  "method": "ωB97M-V/def2-TZVPD",
  "species": ["C", "C", "C", "S", "O", "O", "C", "H", "H", "H", "H", "H", "H", "H", "H", "C", "C", "C", "S", "O", "O", "C", "H", "H", "H", "H", "H", "H", "H", "H", "C", "C", "C", "S", "O", "O", "C", "H", "H", "H", "H", "H", "H", "H", "H", "C", "C", "C", "S", "O", "O", "C", "H", "H", "H", "H", "H", "H", "H", "H", "C", "C", "O", "C", "H", "H", "H", "H", "H", "H", "C", "C", "O", "C", "H", "H", "H", "H", "H", "H", "C", "C", "O", "C", "H", "H", "H", "H", "H", "H", "C", "C", "O", "C", "H", "H", "H", "H", "H", "H", "C", "C", "O", "C", "H", "H", "H", "H", "H", "H", "C", "C", "O", "C", "H", "H", "H", "H", "H", "H", "C", "C", "O", "C", "H", "H", "H", "H", "H", "H", "C", "C", "O", "C", "H", "H", "H", "H", "H", "H", "C", "C", "O", "C", "H", "H", "H", "H", "H", "H"],
  "positions_angstrom": [[-6.914, -0.860, -4.524], [-7.006, -0.151, -3.214], [-6.268, 1.159, -3.314], [-4.763, 0.606, -4.051], [-3.923, -0.048, -3.038], [-4.159, 1.735, -4.780], [-5.458, -0.672, -5.098], [-7.610, -0.507, -5.268], [-7.081, -1.950, -4.449], [-6.474, -0.833, -2.627], [-8.025, 0.042, -2.835], [-5.915, 1.586, -2.339], [-6.693, 2.002, -3.873], [-4.812, -1.532, -4.971], [-5.470, -0.305, -6.095], [3.760, 2.071, 6.177], [2.689, 3.189, 6.155], [1.642, 2.871, 5.077], [1.692, 1.064, 4.818], [2.159, 0.789, 3.487], [0.533, 0.398, 5.272], [3.071, 0.749, 5.987], [4.332, 2.167, 7.086], [4.418, 2.109, 5.238], [3.199, 4.175, 6.002], [2.187, 3.220, 7.108], [1.960, 3.310, 4.111], [0.672, 3.095, 5.436], [3.551, -0.051, 5.390], [2.692, 0.237, 6.851], [-4.041, -5.098, -0.598], [-4.095, -3.527, -0.373], [-3.174, -2.952, -1.520], [-3.583, -3.868, -3.000], [-2.441, -4.045, -3.831], [-4.824, -3.251, -3.490], [-3.871, -5.380, -2.090], [-4.909, -5.533, -0.155], [-3.167, -5.531, -0.087], [-3.867, -3.197, 0.664], [-5.129, -3.274, -0.621], [-2.063, -3.122, -1.440], [-3.437, -1.873, -1.720], [-2.971, -5.959, -2.367], [-4.762, -5.915, -2.405], [-0.414, -1.894, 3.047], [-0.881, -2.187, 4.515], [-1.341, -3.650, 4.371], [-2.252, -3.741, 2.835], [-3.652, -3.411, 3.095], [-1.932, -4.964, 2.110], [-1.437, -2.391, 2.028], [0.551, -2.394, 2.851], [-0.093, -0.838, 2.870], [-1.703, -1.525, 4.778], [-0.026, -2.087, 5.145], [-1.999, -3.929, 5.196], [-0.460, -4.291, 4.249], [-2.253, -1.673, 1.824], [-1.109, -2.671, 1.019], [7.767, 0.639, 2.718], [6.603, -0.302, 3.198], [6.883, -1.278, 3.889], [5.227, -0.004, 2.757], [7.599, 0.884, 1.635], [8.763, 0.222, 2.983], [7.622, 1.564, 3.239], [5.075, 0.310, 1.758], [4.818, 0.873, 3.380], [4.572, -0.873, 2.882], [-1.280, 5.610, -4.447], [-1.519, 4.630, -3.334], [-1.738, 4.982, -2.184], [-1.556, 3.175, -3.765], [-1.996, 6.414, -4.233], [-1.538, 5.093, -5.402], [-0.249, 5.997, -4.404], [-1.551, 2.616, -2.785], [-0.823, 2.806, -4.479], [-2.540, 3.031, -4.220], [3.348, 3.556, 1.275], [4.405, 4.177, 2.132], [4.431, 4.160, 3.344], [5.498, 4.934, 1.342], [3.234, 4.049, 0.302], [2.436, 3.411, 1.786], [3.639, 2.496, 1.103], [5.887, 4.158, 0.720], [6.251, 5.253, 2.110], [5.026, 5.790, 0.861], [0.248, 1.338, 0.472], [-0.644, 0.176, -0.031], [-0.132, -0.846, -0.408], [-2.155, 0.228, 0.006], [0.498, 1.200, 1.524], [-0.328, 2.220, 0.158], [1.177, 1.229, -0.045], [-2.598, -0.668, -0.456], [-2.636, 1.073, -0.418], [-2.354, 0.176, 1.106], [-2.055, -0.918, -6.212], [-1.032, -0.360, -5.313], [-0.310, 0.542, -5.638], [-0.919, -1.093, -4.008], [-2.519, -0.243, -6.930], [-2.739, -1.555, -5.704], [-1.468, -1.583, -6.846], [-0.635, -2.138, -3.927], [-1.862, -1.015, -3.500], [-0.205, -0.519, -3.459], [2.782, 2.154, -2.572], [4.039, 2.923, -2.615], [4.878, 2.750, -1.733], [4.300, 3.842, -3.717], [1.878, 2.792, -2.492], [2.762, 1.445, -1.679], [2.638, 1.432, -3.420], [5.088, 3.366, -4.237], [4.634, 4.866, -3.483], [3.513, 3.845, -4.541], [-3.567, 3.611, 0.541], [-4.807, 3.135, -0.210], [-5.373, 2.140, 0.124], [-5.235, 4.083, -1.364], [-4.032, 4.187, 1.337], [-2.834, 4.218, 0.004], [-3.049, 2.701, 0.905], [-5.212, 5.092, -0.919], [-6.244, 3.892, -1.762], [-4.441, 3.952, -2.068], [3.796, -3.661, 5.138], [3.600, -4.195, 3.769], [2.582, -4.540, 3.234], [4.877, -4.151, 2.998], [4.456, -4.393, 5.609], [2.831, -3.506, 5.742], [4.459, -2.796, 4.982], [4.680, -4.021, 1.980], [5.350, -5.185, 3.093], [5.631, -3.393, 3.344], [1.306, -4.313, -1.835], [2.739, -3.989, -1.457], [3.659, -4.336, -2.113], [2.816, -3.113, -0.187], [1.239, -4.952, -2.686], [0.725, -3.410, -2.103], [0.853, -4.778, -0.972], [2.442, -2.157, -0.434], [3.866, -3.070, 0.107], [2.097, -3.580, 0.545]],
  "e_homo_ev": -9.06,
  "gap_ha": 0.34487,
  "de_lowest_kcal_mol": 77.9,
  "fmax_ev_per_a": 3.259,
  "total_energy_ev": -124130.3011,
  "multiplicity": 1
}

=====

3.
{
  "formula": "H23O11",
  "method": "ωB97M-V/def2-TZVPD",
  "species": ["O", "H", "H", "O", "H", "H", "O", "H", "H", "O", "H", "H", "O", "H", "H", "O", "H", "H", "O", "H", "O", "H", "H", "O", "H", "H", "O", "H", "H", "O", "H", "H", "H", "H"],
  "positions_angstrom": [[1.153, -0.231, -3.745], [0.797, 0.332, -4.429], [2.086, 0.015, -3.583], [-2.207, -3.935, 1.307], [-1.527, -4.127, 1.972], [-2.140, -4.683, 0.694], [0.289, 2.324, -1.640], [-3.380, -0.707, 1.265], [-0.413, -3.501, -1.686], [3.089, -0.970, -1.304], [2.984, -1.922, -1.243], [0.334, -0.518, -2.538], [-1.529, 1.275, 3.433], [-1.836, 1.547, 2.564], [3.303, -0.893, -0.315], [-0.533, 0.635, 0.721], [-1.502, 0.558, 0.396], [-0.618, 2.132, -1.445], [0.316, 2.875, 1.037], [0.716, 1.455, -1.878], [2.710, 2.472, 2.397], [3.669, 2.679, 2.290], [2.667, 2.204, 3.324], [0.536, -0.188, -1.461], [1.038, 3.207, 0.496], [-0.164, 0.281, -0.194], [-2.953, -0.384, 0.448], [1.369, -0.657, -1.301], [-3.427, -0.882, -0.254], [-1.191, -3.799, -1.222], [-0.985, -3.654, -0.304], [-0.066, 1.650, 0.996], [-0.740, 1.794, 3.513], [0.406, 3.092, 2.003]],
  "e_homo_ev": [-2.62, -10.87],
  "gap_ha": [0.10039, 0.39918],
  "de_lowest_kcal_mol": 26.1,
  "fmax_ev_per_a": 3.975,
  "s_squared": 0.751,
  "total_energy_ev": -22891.2780,
  "multiplicity": 2
}

=====

4.
{
  "formula": "C16H30BrCl4N3O3P",
  "method": "ωB97M-V/def2-TZVPD",
  "species": ["C", "P", "C", "N", "C", "N", "C", "C", "O", "N", "C", "C", "C", "C", "C", "C", "O", "O", "C", "C", "C", "C", "Br", "H", "H", "H", "H", "H", "H", "H", "H", "H", "H", "H", "H", "H", "H", "H", "H", "H", "H", "H", "H", "H", "H", "H", "H", "H", "H", "H", "H", "H", "H", "C", "Cl", "Cl", "Cl", "Cl"],
  "positions_angstrom": [[0.343, -2.443, 2.923], [1.711, -1.463, 2.026], [2.943, -2.772, 1.390], [1.106, -0.376, 0.766], [1.767, -0.561, -0.578], [3.140, -0.343, -0.751], [3.875, -0.490, -2.065], [3.914, 0.860, -2.993], [4.040, 2.124, -2.248], [0.996, -0.924, -1.827], [-0.150, -1.873, -1.564], [-1.053, -1.531, -0.239], [-2.661, -1.334, -0.529], [-3.023, -0.471, -1.872], [-3.940, 0.874, -1.603], [-5.186, 0.654, -0.561], [-5.200, 1.423, 0.561], [-6.280, -0.320, -0.694], [-0.400, -0.301, 0.688], [-0.741, 1.193, 0.016], [0.138, 2.410, 0.678], [1.201, 3.096, -0.407], [0.307, 3.752, -2.077], [0.105, -3.395, 2.270], [-0.599, -1.825, 3.239], [0.833, -2.861, 3.928], [2.603, -3.365, 0.441], [3.964, -2.193, 1.169], [3.205, -3.489, 2.306], [3.656, -0.073, 0.140], [5.010, -0.735, -1.788], [3.494, -1.462, -2.639], [3.015, 0.816, -3.743], [4.899, 0.775, -3.662], [4.274, 1.980, -1.284], [0.710, -0.066, -2.350], [0.338, -2.951, -1.414], [-0.765, -1.952, -2.571], [-0.973, -2.493, 0.465], [-3.143, -0.946, 0.464], [-3.094, -2.432, -0.710], [-2.106, -0.127, -2.513], [-3.680, -1.166, -2.586], [-3.301, 1.835, -1.321], [-4.433, 1.139, -2.657], [-5.870, -1.224, -0.561], [-0.940, -0.266, 1.752], [-1.877, 1.395, 0.270], [-0.679, 1.132, -1.165], [0.756, 2.115, 1.627], [-0.602, 3.288, 0.977], [2.029, 2.269, -0.590], [1.729, 4.045, 0.082], [-1.080, 2.209, 4.676], [-1.046, 1.477, 6.300], [-0.345, 3.831, 4.741], [-0.163, 1.185, 3.544], [-2.768, 2.345, 4.121]],
  "e_homo_ev": -11.20,
  "gap_ha": 0.26163,
  "total_charge": 1,
  "fmax_ev_per_a": 8.869,
  "total_energy_ev": -157097.0999,
  "multiplicity": 1
}